Record 1
92
Properties=species:S:1:pos:R:3 method="wB97M-V/def2-TZVPD" energy_ev=-203532.4831 e_lumo_ev=2.0419 charge=-1 multiplicity=1 relative_energy_ev=0.140 gap_ev=5.48
Pt 1.92 -0.60 -0.13
O -1.08 2.66 0.15
P -2.25 1.79 -0.10
C -2.50 0.59 1.25
P -1.51 -0.93 1.09
O -0.24 -0.89 0.33
C -1.27 -1.53 2.77
C -0.13 -2.32 2.97
C 0.12 -2.83 4.23
C -0.74 -2.57 5.29
C -1.87 -1.78 5.09
C -2.13 -1.26 3.83
C -2.63 -2.09 0.26
C -3.94 -2.31 0.67
C -4.75 -3.20 -0.02
C -4.24 -3.89 -1.11
C -2.92 -3.69 -1.51
C -2.11 -2.79 -0.83
C -2.17 0.82 -1.61
C -3.30 0.19 -2.13
C -3.18 -0.61 -3.26
C -1.94 -0.78 -3.86
C -0.82 -0.14 -3.34
C -0.93 0.67 -2.22
C -3.78 2.75 -0.22
C -3.66 3.96 -0.90
C -4.77 4.78 -1.08
C -6.00 4.40 -0.57
C -6.13 3.20 0.11
C -5.02 2.37 0.29
H -3.54 0.27 1.31
H -2.24 1.13 2.17
H 0.55 -2.51 2.15
H 1.01 -3.43 4.39
H -0.53 -2.96 6.27
H -2.53 -1.56 5.91
H -3.00 -0.63 3.68
H -4.34 -1.79 1.53
H -5.77 -3.36 0.30
H -4.86 -4.59 -1.65
H -2.52 -4.24 -2.35
H -1.08 -2.64 -1.13
H -4.27 0.30 -1.66
H -4.06 -1.11 -3.66
H -1.84 -1.41 -4.73
H 0.15 -0.30 -3.79
H -0.05 1.14 -1.79
H -2.69 4.26 -1.27
H -4.66 5.72 -1.60
H -6.87 5.04 -0.71
H -7.09 2.90 0.51
H -5.15 1.44 0.82
O 6.88 -3.99 -0.78
C 5.57 -4.38 -1.22
C 4.51 -3.38 -0.75
C 4.45 -3.41 0.78
O 3.90 -4.64 1.27
C 4.87 -1.99 -1.30
Se 4.26 -0.35 -0.40
C 3.20 -3.89 -1.36
Se 1.54 -3.12 -0.64
H 7.50 -4.67 -1.05
H 5.32 -5.36 -0.81
H 5.55 -4.44 -2.31
H 3.86 -2.57 1.14
H 5.46 -3.33 1.20
H 2.95 -4.57 1.08
H 4.56 -1.94 -2.35
H 5.96 -1.87 -1.27
H 3.13 -4.97 -1.20
H 3.23 -3.73 -2.44
C 3.96 4.13 1.25
C 2.62 3.51 0.87
C 1.52 4.06 1.76
O 2.70 2.10 1.10
B 2.12 1.40 0.05
O 1.75 2.30 -0.95
C 2.28 3.60 -0.66
C 3.52 3.76 -1.55
C 1.23 4.64 -1.02
H 4.11 3.99 2.32
H 3.97 5.20 1.04
H 4.78 3.64 0.73
H 1.79 3.86 2.80
H 0.57 3.57 1.55
H 1.41 5.14 1.64
H 4.23 2.96 -1.36
H 4.00 4.73 -1.39
H 3.21 3.69 -2.59
H 0.30 4.42 -0.51
H 1.06 4.62 -2.10
H 1.56 5.64 -0.74

Record 2
84
Properties=species:S:1:pos:R:3 method="wB97M-V/def2-TZVPD" energy_ev=-148034.5593 e_lumo_ev=-6.6422 charge=+2 multiplicity=1 relative_energy_ev=0.000 gap_ev=6.33
Sn 0.22 -0.97 -0.56
O -1.96 -4.62 1.18
C -2.14 -5.25 0.00
C -2.80 -6.48 0.05
C -3.02 -7.19 -1.10
C -2.59 -6.71 -2.34
C -1.94 -5.51 -2.40
C -1.70 -4.75 -1.24
C -1.00 -3.49 -1.36
O -0.84 -2.75 -0.28
N -0.56 -3.12 -2.57
N 0.05 -1.93 -2.51
C 0.56 -1.33 -3.53
C 1.17 -0.02 -3.29
C 1.75 0.71 -4.31
C 2.36 1.92 -4.02
C 2.37 2.38 -2.71
C 1.76 1.61 -1.74
N 1.18 0.44 -2.02
H -1.48 -3.80 1.02
H -3.12 -6.85 1.02
H -3.54 -8.14 -1.04
H -2.78 -7.28 -3.24
H -1.59 -5.12 -3.35
H 0.54 -1.77 -4.52
H 1.73 0.32 -5.32
H 2.82 2.50 -4.80
H 2.84 3.31 -2.44
H 1.74 1.93 -0.70
F 6.64 2.05 -0.80
C 5.70 1.14 -0.60
C 5.26 0.87 0.69
F 5.77 1.52 1.72
C 4.27 -0.08 0.88
F 3.87 -0.32 2.14
C 3.69 -0.77 -0.18
Se 2.39 -2.15 0.11
C 4.18 -0.49 -1.45
F 3.70 -1.16 -2.51
C 5.16 0.46 -1.67
F 5.57 0.72 -2.91
Te -2.37 -0.02 -1.50
C -1.95 1.62 -2.75
C -2.45 1.54 -4.05
C -2.24 2.59 -4.93
C -1.55 3.72 -4.51
C -1.05 3.79 -3.21
C -1.24 2.74 -2.33
C -3.48 0.92 0.02
C -3.05 2.07 0.67
C -3.87 2.64 1.63
C -5.08 2.06 1.95
C -5.50 0.90 1.31
C -4.69 0.33 0.33
H -3.01 0.67 -4.38
H -2.64 2.54 -5.93
H -1.40 4.55 -5.19
H -0.52 4.68 -2.88
H -0.86 2.81 -1.32
H -2.10 2.53 0.43
H -3.55 3.55 2.13
H -5.72 2.51 2.71
H -6.45 0.45 1.56
H -5.03 -0.57 -0.18
N 4.12 2.93 8.56
C 3.48 2.53 7.70
C 2.68 2.02 6.62
C 2.99 2.39 5.31
C 2.21 1.91 4.27
C 1.15 1.07 4.54
C 0.83 0.70 5.84
C 1.60 1.18 6.88
N 0.36 0.55 3.45
C -0.98 0.22 3.48
C -1.29 -0.25 2.25
N -0.14 -0.23 1.48
C 0.83 0.26 2.24
H 3.82 3.04 5.12
H 2.44 2.22 3.25
H 0.02 0.01 6.04
H 1.37 0.90 7.90
H -1.58 0.36 4.35
H -2.23 -0.63 1.89
H 1.86 0.35 1.96

Record 3
13
Properties=species:S:1:pos:R:3 method="wB97M-V/def2-TZVPD" energy_ev=-10280.8758 e_lumo_ev="0.5484 / 0.5483" charge=0 multiplicity=1 relative_energy_ev=3.922 gap_ev="6.86 / 6.86"
C 0.79 -0.19 -0.64
C -2.83 -0.46 0.05
C 0.39 1.89 0.55
N 1.41 -1.48 -0.58
N 1.04 0.68 0.27
O -3.52 -0.45 -0.87
O -2.31 -0.55 1.06
H -0.13 -0.19 -1.18
H 0.30 2.20 1.58
H -0.66 1.83 0.28
H 2.23 -1.50 -0.07
H 1.54 -2.12 -1.40
H 1.74 0.34 0.94

Record 4
14
Properties=species:S:1:pos:R:3 method="wB97M-V/def2-TZVPD" energy_ev=-18972.1397 e_lumo_ev=-5.3241 charge=+1 multiplicity=1 relative_energy_ev=3.612 gap_ev=7.74
C -0.43 0.07 0.69
C -1.02 1.22 0.01
N -0.10 -0.07 1.85
N -0.11 -1.15 -0.36
N 0.78 -1.97 0.15
N -0.45 -0.94 -1.53
S 0.46 2.08 -0.82
H -1.94 1.22 -0.63
H -1.44 1.97 0.84
H 0.36 -0.63 2.62
H 0.59 -2.10 1.12
H 1.25 -2.70 -0.33
H -0.11 -1.58 -2.27
H -0.32 2.78 -1.60

Record 5
12
Properties=species:S:1:pos:R:3 method="wB97M-V/def2-TZVPD" energy_ev=-21081.5493 e_lumo_ev="0.5228 / -1.4470" charge=0 multiplicity=3 relative_energy_ev=0.330 gap_ev="6.08 / 8.83"
C -0.03 0.22 -0.03
C -2.36 0.60 -0.16
C 2.14 -0.56 0.06
N -0.55 -1.29 -0.53
N -1.06 1.03 0.14
O -3.41 1.23 -0.04
O 1.22 0.48 0.25
S -2.18 -1.09 -0.67
H 1.74 -1.34 -0.52
H 2.27 -1.00 1.08
H 3.06 -0.11 -0.26
H -0.84 1.83 0.68

Record 6
13
Properties=species:S:1:pos:R:3 method="wB97M-V/def2-TZVPD" energy_ev=-27617.5603 e_lumo_ev=0.7811 charge=0 multiplicity=1 relative_energy_ev=1.149 gap_ev=9.95 smiles="C/C(Cl)=C/CS"
C -0.21 0.10 -2.23
C 0.50 0.29 -0.79
C -0.10 -0.33 0.18
C 0.30 -0.32 1.71
H -1.21 0.38 -2.11
H 0.03 -0.91 -2.67
H 0.37 0.71 -2.90
H -1.16 -0.57 -0.06
H 0.69 -1.28 1.98
H 1.01 0.55 1.79
H -1.13 0.64 3.56
S -1.33 -0.07 2.37
Cl 2.23 0.82 -0.84

Values for max |F|, eV/Å, ordered as above
0.7; 0.5; 2.9; 4.3; 5.6; 4.2